Model a:
Entry from OMol25: 2 unconnected molecules or ions with the total composition C3H11NOS2 (the ωB97M-V functional and the def2-TZVPD basis).

Geometry as ORCA input:
```
! RIJCOSX wB97M-V def2-TZVPD def2/J DEFGRID3
* xyz 0 1
C 0.709 2.136 0.770
N -0.125 0.957 0.950
C -0.882 0.648 -0.258
C -1.882 -0.466 -0.010
S -1.132 -2.006 0.571
S -0.249 -2.623 -1.211
H 0.084 3.020 0.679
H 1.327 2.270 1.655
H 1.356 2.083 -0.114
H 0.488 0.167 1.128
H -0.216 0.379 -1.092
H -1.425 1.553 -0.542
H -2.581 -0.189 0.780
H -2.480 -0.667 -0.895
H -0.605 -3.908 -1.123
O 2.465 -0.891 -0.107
H 3.251 -0.902 -0.666
H 1.898 -1.561 -0.515
*
```

Calculated values
**HOMO energy**: -0.31983 Eh
**Orbital gap**: 0.3325 Eh
**SMILES**: CNCCSS.O

=====

Model b:
Entry from OMol25: 2 unconnected molecules or ions with the total composition C3H11NOS2 (the ωB97M-V functional and the def2-TZVPD basis).

Geometry as ORCA input:
```
! RIJCOSX wB97M-V def2-TZVPD def2/J DEFGRID3
* xyz 0 1
C 0.829 -1.121 0.316
C 0.915 0.411 0.182
N 2.269 0.963 0.285
C -0.203 1.119 0.924
S -1.848 0.295 0.791
S -2.856 1.353 -0.642
H 0.201 -1.534 -0.454
H 0.464 -1.364 1.312
H 1.796 -1.628 0.220
H 0.730 0.669 -0.876
H 2.966 0.447 -0.228
H 2.638 0.964 1.236
H -0.459 2.088 0.501
H 0.032 1.080 1.998
H -2.276 2.575 -0.394
O -1.965 -1.976 -2.012
H -1.906 -1.644 -1.121
H -1.329 -2.696 -2.036
*
```

Calculated values
**HOMO energy**: -0.31063 Eh
**Orbital gap**: 0.3318 Eh
**SMILES**: C[C@H](N)CSS.O

=====

Question: of the structures shown, which is the most stable? Reply: model a.